# 1
44
Properties=species:S:1:pos:R:3 method="wB97M-V/def2-TZVPD" spin_multiplicity=2 energy_ev=-71599.46218 s_squared=0.7510 charge=+2
C 0.6611 3.6620 -4.0089
H -3.0821 -2.6630 2.8680
H 2.0413 1.6693 3.1461
C -2.7880 -2.5037 1.8375
C 0.3237 1.3167 -3.9487
N 1.0619 -1.5148 0.7354
H 0.6736 -3.4926 0.2819
C -2.2384 -0.9917 0.0235
C -2.5843 -1.2237 1.3618
N 1.2217 1.0413 -0.0394
H 1.2207 4.5252 -2.1345
C -2.6504 -3.6051 0.9909
H 1.9255 -0.2916 3.7423
H -2.2382 -4.2778 -0.9924
H 2.1081 3.9603 2.2427
C 1.4057 -0.6188 1.6863
H -1.9100 -1.9909 -1.8659
C 1.5751 3.3598 0.2583
H 0.0765 0.3806 -4.4360
C 1.6484 -1.0107 2.9859
H 0.1092 2.4804 -5.7287
H -2.0942 1.1528 0.1799
C 1.2601 2.2816 -0.5471
Yb 0.0298 -0.5175 -1.1476
C 0.9364 2.4031 -1.9974
C 0.9602 -2.8070 1.0693
C 0.9589 3.6153 -2.6536
C 1.8192 1.8437 2.1048
C -2.3128 -3.4238 -0.3317
H 1.6067 4.3640 -0.1344
C 0.3423 2.4912 -4.6733
H -2.6075 0.5509 -1.4059
C -1.9661 0.3557 -0.5451
H 1.1022 -4.3262 2.5661
C 1.1963 -3.2717 2.3475
H 1.7293 -2.6737 4.3392
H 0.6821 4.6061 -4.5369
Cl -2.9147 -5.1930 1.5983
C -2.0704 -2.1279 -0.7910
H -2.7241 -0.3786 2.0256
C 1.8572 3.1306 1.5946
C 1.4945 0.8052 1.2533
C 1.5422 -2.3535 3.3226
N 0.6114 1.2616 -2.6434

***

# 2
98
Properties=species:S:1:pos:R:3 method="wB97M-V/def2-TZVPD" relative_energy_kcal_mol=615.3 smiles="O=[N+]([O-])c1ccccc1.O=[N+]([O-])c1ccccc1.O=[N+]([O-])c1ccccc1.O=[N+]([O-])c1ccccc1.O=[N+]([O-])c1ccccc1.O=[N+]([O-])c1ccccc1.O=[N+]([O-])c1ccccc1" charge=0
H 3.4014 -3.4046 6.3246
H -0.2499 3.7643 0.3718
C 5.5796 -3.0280 6.4070
H 0.6238 3.1191 -3.7322
O 1.5580 4.6294 -1.3986
H -1.7757 1.5632 -1.0695
H 2.4207 1.0346 -3.8021
H 5.5290 -3.1461 7.5331
C 4.3227 -3.2640 5.8444
H -4.8856 4.2515 -3.4550
H 5.5543 -4.5645 -1.7747
C -4.2432 -4.5419 2.2385
N 2.3276 0.1511 1.0122
H -0.4715 -5.6668 2.7362
H 3.9845 -0.7355 -1.7485
C -6.6339 4.4161 -4.8595
O -4.2882 2.1920 -1.7056
O 2.7757 -3.2185 2.4849
N -4.7095 -6.4420 0.5824
C 6.7658 -2.7513 5.6540
C 6.8615 -3.2751 -0.3491
C 0.4240 2.0201 -3.8339
C -0.6255 7.2909 0.1261
C -1.6068 4.9194 1.7156
H -0.1027 8.1893 -0.2880
O -4.0378 -7.1536 -0.2290
H -3.2528 0.7814 0.5910
H -2.7398 6.7039 2.8523
C 5.7685 -0.7733 -0.3502
C -6.1444 2.4319 -2.9106
O 2.9540 0.8433 0.1174
H -0.5791 -2.0187 -4.2127
H -2.2883 -0.7594 2.6279
H 0.3861 -0.6457 3.0399
C 4.7629 -2.5353 -2.0476
C -2.1207 6.2251 1.9494
C -1.4449 0.0889 -3.9648
O -6.0574 1.1655 -1.0640
O 9.1728 -1.8101 0.6187
C -0.2237 5.9414 -0.2568
H 7.6469 -2.5040 6.2490
C 5.3731 -2.7606 3.4819
C 4.9038 -1.2728 -1.4913
H -2.5419 -0.2489 -3.7795
N 7.9982 -1.3526 0.8485
H 7.5979 -2.5961 3.4229
C 1.4555 0.9009 -3.9430
H 7.5602 -3.8854 -0.1216
N 2.7703 -2.9692 3.7452
C -3.8490 -5.8468 1.5398
C 6.9129 -1.7363 0.0213
H 0.9449 1.3598 -0.9398
H 5.9699 0.3546 -0.1881
O 1.7052 -2.9781 4.3621
C 4.1412 -3.0727 4.2657
C -0.4967 4.7381 0.7600
C -0.3272 -0.9410 -4.1065
O 2.9155 -0.4243 1.9598
O 0.7000 6.4698 -2.2621
H -8.3367 3.8473 -6.2113
O -1.7414 3.6938 -3.2020
C -7.8612 3.5224 -5.4121
H -5.3343 -4.2074 1.9456
C 6.7529 -2.6663 4.1073
O 7.7261 -0.5801 1.8268
C -7.4982 1.8160 -3.4661
C -1.5738 7.4342 1.3232
C -0.9801 1.6636 -3.8979
H -1.7386 3.9929 2.4539
C -1.6008 -0.1648 1.9545
N 0.8293 5.7102 -1.2873
N -5.4524 1.9236 -1.8213
C -3.3867 -3.7249 3.2329
H 1.7565 -1.4703 -3.9766
C -2.3726 -6.2233 1.7598
C 1.0047 -0.5637 -4.0471
H -1.9579 8.4852 1.5561
C -1.4991 -5.3330 2.7474
O -5.8960 -6.2494 0.6058
C 0.2699 0.9892 -0.2248
O -3.0414 2.4632 -4.5878
C -0.1165 -0.1601 2.1399
H -3.9170 -2.9144 3.8168
H -9.1955 2.0360 -5.0647
H 4.0287 -2.6917 -2.7998
H 5.1967 -2.6685 2.2175
C -2.0293 -4.1095 3.4354
C -8.2151 2.3639 -4.6815
N -1.9692 2.5583 -3.8268
H -6.2885 5.1257 -5.3233
C -1.2787 1.1101 -0.2511
H -1.8698 -7.0416 1.3037
H -1.4117 -3.5036 4.1569
C -2.1324 0.6315 0.7356
C -5.7504 3.8461 -3.6882
H -7.8499 1.1346 -2.6943
C 5.7571 -3.6103 -1.3952
C 0.9011 0.3126 0.9407

***

# 3
9
Properties=species:S:1:pos:R:3 method="wB97M-V/def2-TZVPD" relative_energy_kcal_mol=141.8 charge=0
H -1.6769 1.3624 -2.1269
H 0.8942 -0.7204 2.3428
C -0.1839 -0.1949 -0.7360
H 0.2660 0.9454 1.0794
O 1.3694 -1.9704 0.8417
H -0.4820 -0.4459 -1.7315
O -1.3384 1.9726 -1.4401
C 0.2410 0.0496 0.4508
C 0.9106 -0.9985 1.3199